Version one
This record from the Open Molecules 2025 dataset describes a gas-phase ion, H3NOP (charge -1). The level of theory is wB97M-V/def2-TZVPD.

Computed properties:
* total charge: -1
* HOMO energy: -2.07 eV
* orbital gap: 7.29 eV

```
6
H3NOP (wB97M-V/def2-TZVPD)
N 0.64 0.85 -0.26
O 0.93 -0.49 0.40
P -0.57 -0.46 -0.25
H -0.93 -1.47 0.66
H 1.46 1.13 -0.94
H -1.52 0.44 0.39
```

Atom charges from the natural (NBO) analysis, given in e for atoms 1 to 5: N -0.77; O -0.76; P 0.61; H -0.23; H 0.30

Version two
This record from the Open Molecules 2025 dataset describes 2 unconnected molecules or ions with the total composition H3NOP. The level of theory is wB97M-V/def2-TZVPD.

Computed properties:
* total charge: -1
* HOMO energy (alpha / beta): -1.48 / -2.38 eV
* orbital gap (alpha / beta): 5.63 / 7.64 eV

```
6
H3NOP (wB97M-V/def2-TZVPD)
N -2.29 0.72 0.20
O -1.18 0.49 -0.37
P 1.37 0.73 0.00
H -2.59 -0.13 0.65
H 1.40 0.40 1.34
H 2.06 2.07 0.35
```

Atom charges from the natural (NBO) analysis, given in e for atoms 1 to 5: N -0.32; O -0.45; P -0.27; H 0.21; H -0.08

Calculated relative energies: version one 0.0; version two 81.1, given in kJ/mol